No. 1
14
Properties=species:S:1:pos:R:3:forces:R:3:lowdin_charge:R:1 method="wB97M-V/def2-TZVPD" total_charge=0 homo_lumo_gap_ev=10.4799 smiles="C/N=C/[C@H]1CN1" e_above_lowest_kcal_mol=37.8 mol_weight_g_mol=84.12
C 2.1261 0.0300 -0.0502 0.2806 0.2357 -0.0076 -0.1486
N 1.5687 -1.2938 0.1566 -0.0131 -0.1196 0.0901 0.0195
C 0.9999 -0.4546 -0.8877 -0.0455 0.0413 -0.2247 -0.3121
C -0.3311 0.1330 -0.6240 -0.0473 -0.1679 0.2623 -0.1517
C -2.1805 0.4577 0.7222 -0.2356 0.1033 0.0994 -0.1379
N -0.8285 0.0132 0.5299 0.0298 -0.0693 -0.4769 -0.0271
H 3.1246 0.0628 -0.4743 -0.0557 -0.0089 0.1037 0.0958
H 1.8830 0.8094 0.6710 0.0636 -0.1267 -0.1327 0.1063
H 0.9246 -1.2670 0.9498 0.0979 0.0055 -0.1686 0.0781
H 1.1621 -0.7871 -1.9096 0.1352 0.0884 0.1201 0.1282
H -0.8611 0.6397 -1.4445 0.0495 -0.1708 0.0578 0.1218
H -2.7450 -0.4153 1.0637 -0.1339 0.2887 0.1102 0.0789
H -2.6510 0.8418 -0.1972 0.0845 0.0140 0.1592 0.0724
H -2.1917 1.2303 1.4944 -0.2101 -0.1138 0.0078 0.0763

No. 2
14
Properties=species:S:1:pos:R:3:forces:R:3:lowdin_charge:R:1 method="wB97M-V/def2-TZVPD" total_charge=0 homo_lumo_gap_ev=11.3461 e_above_lowest_kcal_mol=41.3 mol_weight_g_mol=84.12
C 2.0298 0.1222 0.3216 0.0484 -0.0299 0.0054 -0.0984
C 0.6813 0.8271 0.3979 0.0810 0.1121 0.0273 -0.2894
N -0.3689 -0.0209 -0.1393 -0.2551 0.1282 -0.2486 -0.0921
C -1.1071 0.3924 -1.0782 0.1593 -0.0921 0.1806 -0.0187
C -3.2137 -1.8837 1.5553 0.9948 0.0628 -0.3336 -0.1157
N -2.1308 -1.6879 1.1507 -1.1526 -0.2294 0.4455 0.0108
H 2.3282 -0.0441 -0.7183 -0.0558 0.0186 0.1335 0.0730
H 1.9793 -0.8490 0.8237 0.0259 0.1398 -0.0732 0.0735
H 2.8015 0.7264 0.8083 -0.1072 -0.0896 -0.0678 0.0725
H 0.4238 1.0064 1.4489 0.0563 0.0142 -0.1395 0.1174
H 0.7178 1.8026 -0.1108 -0.0338 -0.1357 0.0300 0.1066
H -1.2725 -1.2959 0.7407 0.0421 0.0754 -0.0483 0.0005
H -1.9176 -0.2493 -1.4293 0.1245 0.0971 0.0233 0.0769
H -0.9927 1.3750 -1.5498 0.0721 -0.0715 0.0653 0.0831

No. 3
14
Properties=species:S:1:pos:R:3:forces:R:3:lowdin_charge:R:1 method="wB97M-V/def2-TZVPD" total_charge=0 homo_lumo_gap_ev=9.2481 smiles=CCNCC#N e_above_lowest_kcal_mol=77.2 mol_weight_g_mol=84.12
C -1.9564 0.4180 -0.8284 0.3050 -0.0664 -0.0392 -0.1242
C -1.1661 -0.5280 0.1112 0.3751 0.0069 -0.1469 -0.2415
N 0.3147 -0.1306 0.3321 0.4918 0.6457 -1.0285 -0.0577
C 1.9713 -0.2235 0.1381 -1.2145 -0.0864 0.3314 -0.0977
C 2.1494 -0.2107 1.5924 -0.6220 -0.0449 1.1759 -0.2823
N 1.8257 -0.1540 2.7025 1.3229 -0.0287 -0.4969 0.1288
H -1.5421 0.3954 -1.8395 -0.0684 0.0198 0.0589 0.0622
H -1.9218 1.4574 -0.4687 0.1626 -0.2874 -0.0466 0.0650
H -3.0321 0.1633 -0.8885 0.5345 -0.1704 0.1508 0.0723
H -1.6524 -0.4267 1.1085 0.7441 -0.0414 -0.3590 0.1053
H -1.3551 -1.5782 -0.1487 0.6700 0.2860 -0.2127 0.0977
H 0.2386 0.8361 0.5917 0.1700 0.2216 0.2299 0.0586
H 2.5296 0.6644 -0.2942 -1.4880 -0.5739 0.1916 0.1108
H 2.5282 -1.0763 -0.3154 -1.3831 0.1196 0.1914 0.1026

No. 4
14
Properties=species:S:1:pos:R:3:forces:R:3:lowdin_charge:R:1 method="wB97M-V/def2-TZVPD" total_charge=0 homo_lumo_gap_ev=9.1675 smiles="CC1=NNCC1" e_above_lowest_kcal_mol=25.3 mol_weight_g_mol=84.12
C -1.7720 -0.4108 1.2303 -1.5514 -1.0584 0.7214 -0.0749
C -0.6239 -0.1630 0.3333 0.6353 1.1415 -1.1771 -0.3556
C 1.5899 -0.0133 -0.4608 0.3312 0.5429 -1.0288 -0.1861
C 0.6900 -0.9638 0.2807 -0.8698 0.3551 0.2296 -0.1289
H -2.1141 -1.5191 1.2448 0.5416 1.7564 -0.1706 0.1006
H -2.6451 0.2418 0.9604 0.8369 -0.7025 0.0685 0.0842
H -1.5351 -0.1639 2.2919 0.0786 -0.2042 -0.6719 0.0782
H 0.8965 1.8238 -1.3097 0.0711 0.3539 0.0019 0.0963
H 2.2583 -0.5507 -1.1611 -0.5205 0.4222 0.0363 0.1097
H 2.2564 0.5826 0.1710 -0.1913 -0.0992 0.3408 0.1054
H 1.0891 -1.2386 1.2297 0.1283 0.0585 1.0407 0.0953
H 0.5614 -1.9236 -0.2049 -0.2293 -0.1088 -0.5677 0.1082
N -0.6155 0.8396 -0.5008 0.2733 -1.3685 1.6328 0.0529
N 0.6053 0.8822 -1.1454 0.4660 -1.0887 -0.4560 -0.0852

No. 5
14
Properties=species:S:1:pos:R:3:forces:R:3:lowdin_charge:R:1 method="wB97M-V/def2-TZVPD" total_charge=0 homo_lumo_gap_ev=10.5868 smiles="C=N/N=C/CC" e_above_lowest_kcal_mol=81.7 mol_weight_g_mol=84.12
C -1.5498 -2.3424 -0.2879 -1.6338 -0.3390 0.6849 -0.1504
C -0.3374 -1.6446 0.3945 0.2075 -2.1665 0.1136 -0.2958
C -0.0447 -0.3645 -0.2276 -0.8674 -0.8609 -1.1004 -0.2584
C 1.0436 2.6916 0.2167 -0.8997 -0.7428 -0.1093 -0.0730
H -1.1768 -2.9388 -1.2274 -1.1006 1.1880 1.7522 0.0854
H -2.2986 -1.4208 -0.5914 1.4564 -2.7926 0.5824 0.1051
H -2.1168 -3.1311 0.5402 1.5655 2.3419 -2.7006 0.1279
H -0.5652 -1.3416 1.4151 0.1526 -0.8148 0.3564 0.1026
H 0.5738 -2.3359 0.3152 -1.1573 0.9863 0.5407 0.1356
H -0.5708 -0.2252 -1.1945 0.7520 0.5423 0.2540 0.1209
H 1.1185 2.7866 1.4856 -0.0135 -0.7061 -3.9063 0.1330
H 1.2078 3.6110 -0.4138 -0.2826 -0.8288 1.0359 0.0540
N 0.6360 0.4997 0.3734 -0.3459 1.1111 -1.2916 -0.0054
N 0.6723 1.6368 -0.5024 2.1667 3.0822 3.7883 -0.0812

No. 6
14
Properties=species:S:1:pos:R:3:forces:R:3:lowdin_charge:R:1 method="wB97M-V/def2-TZVPD" total_charge=0 homo_lumo_gap_ev=10.0271 e_above_lowest_kcal_mol=63.6 mol_weight_g_mol=84.12
C 2.2198 -0.4208 0.6342 2.9723 -0.2928 -2.1894 -0.3010
C -1.5218 0.4637 0.0802 -0.1483 -3.4277 0.1877 -0.4215
C 1.2026 -0.3416 1.3807 -1.9692 -2.1009 1.3751 -0.0339
C -1.3325 -0.2589 -1.1891 0.4657 1.9383 -2.7529 -0.0879
N 3.0623 -0.5288 -0.2426 2.0201 -0.0329 0.0326 0.1216
N -1.8271 1.6074 0.3458 -1.5668 5.2818 -0.6323 0.0766
H 0.6730 -1.2629 1.6528 0.4241 0.3435 0.0580 0.0819
H -1.4867 -0.1946 0.9586 0.3145 -0.0616 -0.0640 0.0914
H 0.7249 0.5450 1.5885 -0.7233 1.9372 0.5660 0.0284
H -0.8103 -1.1362 -0.9342 0.8527 -1.1883 -0.2625 0.0375
H -0.7447 0.3846 -1.9891 -0.9611 -1.3210 1.6888 0.1237
H -2.2699 -0.5347 -1.7020 0.1584 0.1097 0.4785 0.0796
H 4.1321 -0.5735 -0.0868 -2.5775 0.1373 0.2178 0.1122
H -2.0217 2.2515 -0.4971 0.7383 -1.3227 1.2966 0.0912

No. 7
14
Properties=species:S:1:pos:R:3:forces:R:3:lowdin_charge:R:1 method="wB97M-V/def2-TZVPD" total_charge=0 homo_lumo_gap_ev=9.3152 e_above_lowest_kcal_mol=82.4 mol_weight_g_mol=84.12
C 2.2541 0.2922 0.6165 0.3079 -0.0206 0.1528 -0.1053
N 0.8501 0.0341 0.7809 0.3238 0.2911 0.7988 -0.0405
C -0.9108 0.0626 -0.8813 -0.2931 0.5577 -0.0278 -0.1045
C -2.1707 -0.6733 -0.5531 -0.1107 0.3691 -0.1002 -0.0953
C -0.1235 0.7091 0.0978 -0.0453 -0.2090 -0.4904 -0.6390
N -0.5606 1.8546 -0.1587 -0.1543 -1.9775 -0.9667 0.2675
H 2.4318 0.7271 -0.3812 -0.1641 -0.0592 0.4432 0.0917
H 2.7645 -0.6798 0.6304 0.1802 0.3690 0.1665 0.0781
H 2.6471 0.9657 1.3844 0.2987 -0.0838 -0.1681 0.0722
H 0.4731 -0.4677 1.5636 0.4923 -0.3081 0.1991 0.1246
H -0.3606 -0.2474 -1.7853 -0.4709 0.7386 0.1193 0.1194
H -2.9536 -0.3688 -1.2440 -0.3463 -0.1589 0.1233 0.0666
H -2.0285 -1.7658 -0.6715 0.1230 0.5107 -0.0022 0.0859
H -2.4661 -0.4736 0.4823 -0.1411 -0.0191 -0.2475 0.0786

No. 8
14
Properties=species:S:1:pos:R:3:forces:R:3:lowdin_charge:R:1 method="wB97M-V/def2-TZVPD" total_charge=0 homo_lumo_gap_ev="8.1949 / 6.7314" e_above_lowest_kcal_mol=81.7 mol_weight_g_mol=84.12
C -0.2801 1.3176 0.5288 0.1474 -0.1267 -0.0713 -0.0478
N -0.3934 0.0482 -0.1705 -0.6544 0.3799 0.4491 -0.2344
C -1.5235 -0.8095 0.1637 0.0593 -0.0061 0.0499 -0.0430
C 0.6494 -0.4368 -0.8049 0.8911 -0.4729 -0.4882 -0.0993
C 2.0887 -0.1719 -0.4783 -0.7712 -0.4083 0.0791 -0.3560
N 2.4693 0.5153 0.4932 0.2185 -0.1006 -0.3578 0.0687
H -1.1508 1.4618 1.1711 0.1907 -0.0208 -0.0310 0.0874
H -0.2128 2.1362 -0.1926 -0.0275 -0.0627 0.0956 0.0986
H 0.6836 1.2913 1.0772 -0.3003 0.1422 0.0413 0.0596
H -1.4418 -1.0880 1.2217 -0.1340 -0.0241 -0.1048 0.0989
H -1.4825 -1.7193 -0.4384 -0.0504 0.1611 0.0551 0.0860
H -2.4744 -0.2983 -0.0007 0.1151 -0.0150 -0.0132 0.0900
H 0.4535 -1.3677 -1.3418 0.1498 0.1351 0.1490 0.1031
H 2.7032 -0.8829 -1.0708 0.1658 0.4191 0.1474 0.0881